Density functional theory data (the ωB97M-V functional and the def2-TZVPD basis) for 9 unconnected molecules or ions with the total composition C36H72O25.

```
! wB97M-V def2-TZVPD RIJCOSX def2/J DEFGRID3
* xyz 0 1
H 2.729 -0.904 -6.358
C 0.595 0.607 2.338
H -1.495 -1.308 -1.744
O -5.297 -1.760 -1.908
H -2.807 1.265 2.711
O -0.809 -1.912 -7.102
H -0.421 2.237 1.334
H -2.584 -1.081 5.078
C 2.048 -7.623 -3.586
H 1.461 5.849 5.963
O 0.777 -1.025 -5.770
C -5.416 2.657 1.476
H -0.182 6.032 5.332
O 0.870 3.715 -2.495
H -2.757 -2.378 -4.504
H -0.042 2.533 4.684
H -0.463 6.827 -0.607
H 2.269 0.866 -8.112
H 3.076 -2.919 3.503
C 5.213 -0.686 0.871
C -3.408 1.488 1.835
H -7.561 5.288 -0.730
O 4.033 -0.816 5.064
H 3.730 -8.853 -3.876
H -2.705 -1.940 3.528
O -6.050 3.741 1.882
H -2.448 -3.076 0.481
H 1.429 -4.154 1.300
O 1.234 4.725 -0.642
O -0.779 -2.208 -4.866
C -6.713 4.950 -0.138
H -6.031 5.772 0.086
O -0.571 -3.736 3.424
C 0.770 5.426 0.505
O -0.402 -6.621 -3.269
C 2.022 -3.305 1.634
C 1.513 -3.865 -2.227
C 5.781 -0.082 2.147
C 0.804 3.015 5.175
H 1.815 3.095 3.247
H 1.602 0.541 -3.793
H 1.628 -7.797 -4.576
C 0.261 6.839 0.208
C -2.191 -1.904 4.490
H 1.793 -0.888 -2.808
H -0.136 0.673 3.142
H -7.802 3.345 0.894
C 1.205 0.447 -0.757
C 2.121 0.144 -2.927
H -0.245 7.195 1.106
H 3.096 -0.931 6.852
O 3.808 0.980 3.729
H 5.503 -0.031 0.045
H 1.585 1.343 -6.624
H 3.007 -3.431 1.180
C -4.078 -1.478 -1.451
C -6.289 -0.765 -1.684
H 1.252 -2.938 -1.724
H 4.057 -7.085 -4.180
H 1.056 7.538 -0.046
H -6.364 -0.552 -0.618
H 1.757 5.831 3.661
O -3.267 -2.465 -1.769
O -3.803 -0.498 -0.814
H 2.229 -4.368 -1.566
H 0.598 2.500 -4.097
C 1.486 0.584 -7.404
C 2.107 -3.264 3.149
C 0.658 5.338 5.424
O 0.358 4.092 6.025
H -0.441 2.153 -2.753
C -0.028 1.246 1.103
H -0.710 -3.024 0.309
O -5.760 1.908 0.599
H -2.368 -2.853 4.996
H 5.625 0.995 2.081
H -7.793 4.798 1.733
H -2.254 -3.450 -5.840
H -0.839 0.648 0.680
O 5.261 -0.704 3.314
H 6.861 -0.216 2.185
H 4.123 -0.650 0.836
H 1.900 -4.251 3.571
C -0.113 -2.676 3.768
H -0.005 4.905 1.065
C 1.764 3.657 4.180
H 1.555 -8.318 -2.905
H 1.335 2.293 5.792
O -0.895 4.270 -1.217
C 2.978 -0.389 5.916
H 5.589 -1.689 0.683
H 0.754 -0.449 2.126
C 3.554 -7.825 -3.561
C 0.280 4.257 -1.436
H -6.090 4.332 -0.793
O 1.173 -2.353 3.746
H -1.837 -3.877 -4.236
C -1.626 -2.505 0.041
C -1.887 -2.277 -1.438
O -4.324 2.515 2.233
C -0.316 -1.747 -6.012
H 0.245 4.954 3.340
O -0.796 -1.690 4.327
H 3.059 0.675 6.133
H -6.112 0.131 -2.276
H -3.902 0.629 1.388
O 0.948 -0.718 -0.555
H -1.387 -3.050 -2.013
H 1.652 5.509 1.137
H 2.778 3.697 4.577
H -1.664 -1.543 0.558
O 0.410 -4.681 -2.567
C 4.334 -0.073 3.999
O 1.860 0.944 -1.785
H 0.516 0.628 -7.889
C -7.144 4.197 1.094
C -1.963 -3.013 -4.888
H 3.925 -7.678 -2.547
H 1.576 1.029 2.544
H 3.196 0.124 -3.102
H -7.221 -1.230 -2.003
C 0.530 -5.916 -3.020
H -0.775 3.517 -3.863
C 1.115 5.014 3.995
H 2.033 -0.657 5.445
O 0.948 1.445 0.077
H -2.759 1.911 1.064
O 1.816 -6.263 -3.188
H 1.591 -1.571 -7.547
H 2.124 -3.725 -3.123
C 1.743 -0.787 -6.801
C -0.002 2.974 -3.321
H 1.634 -2.336 1.315
*
```

Results
Kohn-Sham gap in eV: 9.92
HOMO in eV: -9.51
SMILES string: CCOC(=O)OC.CCOC(=O)OC.CCOC(=O)OC.CCOC(=O)OC.CCOC(=O)OC.CCOC(=O)OC.CCOC(=O)OC.CCOC(=O)OC.C1CCOC1

These are the Mulliken partial charges, in e, on atoms 1 to 6: atom 1 (H): 0.31, atom 2 (C): 1.16, atom 3 (H): 0.15, atom 4 (O): -0.41, atom 5 (H): 0.17, atom 6 (O): -0.59